A cluster of 4 separate species, C31H59BF5N5O3PS in total at a distorted geometry. Source: the OMol25 dataset; level of theory: ωB97M-V/def2-TZVPD.

Summary:
Molar mass, u: 718.69
Charge: +1
Gap between HOMO and LUMO, eV: 6.23

```
106
Properties=species:S:1:pos:R:3:forces:R:3
N 1.6059 -0.3118 5.0721 0.5 0.4 -0.2
P 2.5518 0.9346 5.0858 -0.4 -1.2 0.3
C 1.9867 2.3072 3.9749 0.8 -0.7 1.1
C 1.7788 3.5534 4.5909 0.0 -0.5 -0.2
N 1.3365 4.5746 3.9364 -0.1 0.5 0.5
N 1.0811 4.3670 2.6671 -0.4 0.9 -1.4
C 0.5334 5.5737 1.9719 -0.1 1.2 0.5
F 1.2988 5.8921 0.9287 0.0 -0.8 -0.4
F 0.6205 6.6120 2.7798 0.1 -0.2 0.5
C -0.9994 5.4340 1.5862 -0.6 1.1 0.2
F -1.1574 5.6851 0.2944 0.1 -0.7 -0.2
F -1.6855 6.3699 2.2318 0.2 -0.1 0.2
F -1.5092 4.2595 1.9410 0.3 -0.3 -0.4
C 1.2466 3.2685 1.9507 -0.1 -1.9 0.1
C 0.9161 3.1463 0.5035 0.7 0.5 -0.2
B 2.3221 3.2859 -0.2947 0.2 -0.3 -0.9
O 2.4327 3.3837 -1.6718 -0.7 0.5 1.2
O 3.4582 3.3063 0.4622 -0.3 0.4 0.2
C 1.7432 2.1080 2.6440 -0.1 0.6 -0.6
C 1.9073 0.7945 1.9233 0.1 -0.6 0.5
C 3.2317 0.0204 2.1232 0.2 0.4 -0.7
C 4.5183 0.8413 1.9002 0.0 -1.5 0.0
C 5.6925 -0.0316 2.3710 -0.3 0.1 0.4
S 7.2218 0.9376 2.2911 -0.3 -0.6 0.0
C 8.4714 -0.2926 2.2232 -0.6 1.1 0.1
N 9.6757 0.1086 2.1648 0.9 0.0 0.0
N 10.4351 -1.0537 2.1448 1.2 0.9 -0.2
C 9.6410 -2.0283 2.1775 -0.1 -0.2 0.1
O 8.3315 -1.6200 2.2372 -0.5 -0.8 0.0
H 2.1395 -1.1205 4.7667 -0.4 -0.3 0.1
H 2.6346 1.5043 6.3772 0.1 0.5 -0.4
H 3.8891 0.7019 4.6920 0.0 0.5 0.2
H 1.9653 3.6850 5.6477 0.0 0.2 0.0
H 0.2542 3.9092 0.1023 0.0 -0.1 0.1
H 0.4507 2.1805 0.3212 -0.1 0.1 -0.1
H 3.1433 4.0207 -1.8223 0.1 -0.2 -0.7
H 4.2456 3.4276 -0.0819 0.2 -0.1 0.2
H 1.1062 0.1450 2.3001 0.0 0.1 0.0
H 1.7450 0.8730 0.8537 0.0 0.3 0.0
H 3.2423 -0.7453 1.3436 -0.2 -0.1 0.1
H 3.2660 -0.5402 3.0501 -0.1 0.1 0.2
H 4.6299 0.9289 0.8206 0.0 0.7 0.0
H 4.4978 1.8043 2.4083 0.1 0.1 -0.1
H 5.7681 -0.9415 1.7761 0.1 0.1 -0.2
H 5.4774 -0.3719 3.3890 0.3 0.1 0.1
H 9.9881 -3.0454 2.1599 -0.7 -0.3 0.0
C -2.5424 2.1629 -4.2211 0.1 0.0 -0.1
C -1.8493 0.8876 -4.6914 -0.1 0.0 0.1
C -1.9107 -0.2476 -3.6704 0.1 -0.1 -0.1
C -1.2145 0.0399 -2.3405 0.0 0.1 0.2
C 0.2662 0.4010 -2.4526 0.0 -0.1 0.0
C 1.1131 -0.7242 -3.0387 0.1 0.2 0.1
H -2.0658 2.5783 -3.3304 0.0 0.0 0.0
H -2.5035 2.9263 -4.9991 0.0 0.0 0.0
H -3.5927 1.9731 -3.9908 0.0 0.0 0.0
H -0.8107 1.1100 -4.9526 0.0 0.0 0.0
H -2.3320 0.5481 -5.6113 0.0 0.0 0.0
H -1.4827 -1.1483 -4.1190 0.0 0.0 0.0
H -2.9589 -0.4858 -3.4666 0.0 0.0 0.0
H -1.3182 -0.8404 -1.6976 0.0 0.0 0.0
H -1.7384 0.8505 -1.8229 0.0 0.0 0.0
H 0.6495 0.6396 -1.4508 0.0 0.0 0.0
H 0.3920 1.3100 -3.0469 0.0 0.0 0.0
H 1.0295 -1.6303 -2.4349 0.0 0.0 0.0
H 2.1658 -0.4360 -3.0655 0.0 0.0 0.0
H 0.8134 -0.9626 -4.0588 0.0 0.0 0.0
C 0.6283 -4.3789 4.5363 -0.1 -0.1 -0.1
C -0.6658 -3.9760 5.2372 0.1 0.1 0.0
C -0.4662 -3.5866 6.7008 -0.1 0.0 0.1
C 0.0673 -4.6990 7.6053 0.1 0.0 -0.1
C -0.7848 -5.9665 7.6456 0.0 0.1 0.1
C -2.1896 -5.7356 8.1945 0.0 -0.1 -0.1
H 1.0764 -5.2634 4.9905 0.0 0.0 0.0
H 0.4381 -4.6105 3.4866 0.1 0.0 0.0
H 1.3596 -3.5666 4.5745 0.0 0.0 0.0
H -1.3940 -4.7869 5.1548 0.0 0.0 0.0
H -1.0961 -3.1201 4.7095 0.0 0.0 0.0
H -1.4162 -3.2190 7.0985 0.0 0.0 0.0
H 0.2262 -2.7392 6.7490 0.0 0.0 0.0
H 0.1612 -4.3020 8.6209 0.0 0.0 0.0
H 1.0819 -4.9665 7.2946 0.0 0.0 0.0
H -0.2795 -6.7014 8.2774 0.0 0.0 0.0
H -0.8496 -6.4135 6.6495 0.0 0.0 0.0
H -2.1499 -5.3240 9.2050 0.0 0.0 0.0
H -2.7407 -6.6758 8.2379 0.0 0.0 0.0
H -2.7610 -5.0494 7.5673 0.0 0.0 0.0
C -5.0369 -2.1004 -7.0421 0.1 0.0 -0.1
C -4.4705 -0.8728 -7.7492 0.0 0.0 0.2
C -5.1663 0.4292 -7.3544 0.1 0.1 -0.1
C -6.6537 0.5053 -7.7012 0.0 -0.1 0.1
C -6.9842 0.3108 -9.1800 0.0 0.1 0.0
C -6.3761 1.3797 -10.0833 0.0 -0.1 0.0
H -6.0840 -2.2668 -7.2982 0.0 0.0 0.0
H -4.4831 -2.9954 -7.3297 0.0 0.0 0.0
H -4.9624 -1.9940 -5.9572 0.0 0.0 0.0
H -4.5209 -1.0170 -8.8314 0.0 0.0 0.0
H -3.4088 -0.7857 -7.4993 0.0 0.0 -0.1
H -4.6399 1.2649 -7.8254 0.0 0.0 0.0
H -5.0554 0.5766 -6.2739 0.0 0.0 0.0
H -7.0342 1.4793 -7.3774 0.0 0.0 0.0
H -7.2026 -0.2386 -7.1165 0.0 0.0 0.0
H -8.0708 0.3328 -9.2956 0.0 0.0 0.0
H -6.6616 -0.6788 -9.5150 0.0 0.0 0.0
H -6.7148 2.3756 -9.7905 0.0 0.0 0.0
H -6.6738 1.2166 -11.1199 0.0 0.0 0.0
H -5.2855 1.3649 -10.0493 0.0 0.0 0.0
```
Forces are in eV/Å.

Atom charges from the Löwdin analysis, given in e for atoms 1 to 2: number 1, N, carries -0.257; number 2, P, carries 0.788



A structure of composition C31H59HfN2O6PS at a distorted geometry. Source: the OMol25 dataset; level of theory: ωB97M-V/def2-TZVPD.

Summary:
ΔE to the lowest compared entry with this formula, charge and spin, kJ/mol: 263.3
Molar mass, u: 797.35
Charge: +2
Gap between HOMO and LUMO, eV: 8.62

```
101
Properties=species:S:1:pos:R:3:forces:R:3
Hf -0.8265 -0.1268 -0.9663 1.5 1.7 -0.5
O 1.0596 -0.9922 -4.7516 0.0 0.0 0.1
C 0.4710 -1.0758 -3.5936 0.1 -0.1 -0.2
O 0.5178 -0.1557 -2.7676 -0.2 0.0 0.5
C -0.1941 -2.4019 -3.3493 0.1 -0.1 0.0
O -1.1139 -2.3058 -2.2847 0.0 0.0 0.1
C -2.5058 -2.4418 -2.6302 -0.1 -0.1 0.0
C -3.2057 -1.1613 -2.1848 -0.2 -0.2 -0.1
O -4.3171 -1.1442 -1.7366 -0.1 -0.1 -0.1
O -2.3943 -0.1174 -2.2790 -0.5 -0.2 0.3
H 1.4960 -0.1294 -4.8658 0.0 0.0 0.0
H 0.6109 -3.0879 -3.0487 -0.1 0.1 0.0
H -0.6592 -2.7607 -4.2693 0.0 0.0 0.0
H -2.9108 -3.3071 -2.1046 0.0 0.1 -0.1
H -2.6282 -2.5765 -3.7063 0.0 0.0 0.0
C 5.0174 -4.1682 1.1918 0.0 0.0 0.0
C 4.1419 -5.2767 0.6254 0.0 0.0 0.0
C 3.2604 -4.7977 -0.5270 0.0 -0.1 0.0
S 1.8923 -3.7997 0.1028 0.0 0.1 -0.1
O 1.3730 -2.9939 -1.0683 0.1 0.0 -0.1
C 0.6629 -5.0868 0.4361 0.0 0.0 0.1
C -0.1493 -5.5614 -0.7666 0.0 0.0 0.0
C 0.4543 -6.7164 -1.5566 0.0 0.0 -0.1
H 5.5772 -4.5118 2.0593 0.0 0.0 0.0
H 4.4104 -3.3203 1.5123 0.0 0.1 0.0
H 5.7362 -3.8225 0.4469 0.0 0.0 0.0
H 3.5186 -5.6956 1.4200 0.0 0.0 0.0
H 4.7594 -6.0993 0.2651 0.0 0.0 0.0
H 2.8700 -5.6209 -1.1205 0.0 0.0 0.0
H 3.8010 -4.1197 -1.1899 0.0 0.0 0.0
H 0.0118 -4.6368 1.1862 0.0 0.0 0.0
H 1.2076 -5.8955 0.9273 0.0 -0.1 0.0
H -0.3238 -4.7023 -1.4190 -0.1 0.0 0.0
H -1.1273 -5.8627 -0.3851 0.0 0.0 0.0
H 1.3098 -6.4103 -2.1591 0.0 0.0 0.0
H -0.2845 -7.1304 -2.2411 0.0 0.0 0.0
H 0.7750 -7.5238 -0.8983 0.0 0.0 0.0
C -1.1350 2.1999 2.9442 0.0 0.0 -0.1
C -0.8964 3.3071 1.9030 0.1 -0.1 0.0
C -1.3753 4.6411 2.4808 0.0 0.0 0.0
C 0.6325 3.3462 1.7542 0.0 0.0 -0.1
P -1.6592 2.8406 0.2497 0.1 0.2 0.0
N -0.7102 1.7275 -0.4291 -0.6 -0.8 -0.2
C -1.7342 4.3080 -0.9086 0.1 0.0 -0.1
C -0.3409 4.9608 -0.9251 0.0 0.0 0.0
C -2.0050 3.8087 -2.3438 0.0 -0.1 0.0
C -2.7671 5.3839 -0.5615 0.0 0.0 0.0
C -3.3782 2.1345 0.5234 -0.1 0.0 0.0
C -4.1722 2.1180 -0.7932 0.1 0.0 -0.1
C -4.2321 2.9049 1.5439 0.1 0.0 0.0
C -3.2600 0.6807 1.0014 0.1 0.0 -0.1
H -0.5205 2.4320 3.8149 0.0 0.0 0.0
H -0.8126 1.2268 2.5739 0.0 0.0 0.0
H -2.1603 2.1330 3.2939 -0.1 0.0 0.0
H -0.9457 4.7488 3.4779 0.0 0.0 0.0
H -2.4549 4.6963 2.5874 -0.1 0.0 0.0
H -1.0417 5.4937 1.8952 0.0 0.0 0.0
H 1.0511 3.6392 2.7181 0.0 0.0 0.0
H 0.9908 4.0499 1.0082 0.0 0.0 0.0
H 0.9938 2.3471 1.5148 0.0 0.0 0.0
H 0.4392 4.2305 -1.1386 0.1 -0.1 0.0
H -0.1037 5.4784 0.0011 0.0 0.0 0.0
H -0.3248 5.7029 -1.7224 0.0 0.0 0.0
H -1.5298 2.8473 -2.5504 0.0 0.1 0.0
H -1.5935 4.5395 -3.0388 0.0 0.1 0.0
H -3.0650 3.7232 -2.5574 0.0 0.0 0.0
H -2.5769 5.8687 0.3920 0.0 0.0 0.1
H -3.7853 5.0072 -0.5614 -0.1 0.0 0.0
H -2.7161 6.1535 -1.3331 0.0 0.0 0.0
H -4.5010 3.1149 -1.0721 0.0 0.0 0.0
H -5.0644 1.5111 -0.6386 0.0 0.0 0.0
H -3.6228 1.6778 -1.6206 0.0 0.0 0.0
H -4.3267 3.9549 1.2807 0.0 0.1 0.0
H -3.8707 2.8407 2.5654 0.1 0.0 0.0
H -5.2370 2.4817 1.5273 0.0 0.0 0.0
H -2.6149 0.0718 0.3332 -0.3 0.0 0.2
H -4.2331 0.1923 0.9349 0.0 0.0 0.0
H -2.8636 0.5710 2.0048 0.0 0.0 0.0
C 2.5812 1.8860 -0.8739 -0.1 0.0 0.1
N 3.4556 0.9552 -0.1073 0.1 0.0 -0.1
C 3.9162 1.5530 1.1757 0.0 0.0 0.0
C 2.8285 -0.4252 0.0458 0.0 0.0 -0.1
C 1.7942 -0.6070 1.1321 0.0 -0.1 0.0
C 2.2759 -0.8636 2.4146 0.0 0.0 0.1
C 1.4383 -1.2851 3.4364 0.0 0.0 -0.1
C 0.1065 -1.5172 3.1463 0.0 0.0 0.0
C -0.3683 -1.2579 1.8647 -0.1 -0.1 0.0
C 0.4247 -0.7635 0.8204 0.2 -0.5 0.3
H 2.9944 2.8895 -0.8099 0.0 0.0 0.0
H 1.5720 1.8560 -0.4554 0.1 0.1 0.0
H 2.5593 1.5567 -1.9094 0.0 0.0 0.0
H 4.2936 0.8014 -0.6713 -0.1 0.0 0.1
H 3.0466 1.7622 1.7922 0.1 0.0 0.0
H 4.4538 2.4696 0.9477 0.0 0.0 0.0
H 4.5754 0.8486 1.6766 0.0 0.0 0.0
H 3.6756 -1.0889 0.2333 0.0 0.0 0.0
H 2.4177 -0.6771 -0.9326 0.0 0.0 0.1
H 3.3363 -0.7830 2.6215 0.0 0.0 0.0
H 1.8336 -1.4779 4.4228 0.0 0.0 0.0
H -0.5595 -1.9053 3.9043 0.0 0.0 0.0
H -1.4220 -1.4852 1.6920 0.0 0.1 0.0
```
Forces are in eV/Å.

Atom charges from the Löwdin analysis, given in e for atoms 1 to 2: number 1, Hf, carries 1.667; number 2, O, carries 0.224